# 1
A cluster of 8 separate species, C44H41N7O15 in total, computed with wB97M-V/def2-TZVPD.

Each line ends with the Löwdin charge.
Element x y z (Å)
O 14.7111 8.9018 20.4438  0.06
N 14.4599 10.1033 20.3360  -0.32
O 13.4589 10.4957 19.6871  0.03
C 15.4518 11.0617 20.8119  -0.14
C 15.4126 12.3972 20.3266  0.03
C 16.3330 13.3341 20.8452  -0.04
C 17.3634 12.8794 21.6715  -0.06
C 17.4399 11.5452 22.1436  -0.05
C 16.4895 10.6384 21.6570  -0.01
H 14.6502 12.6914 19.6204  0.10
H 16.3183 14.3744 20.5555  0.08
H 18.0782 13.6639 21.8719  0.10
H 18.2354 11.2850 22.8263  0.10
H 16.5939 9.6213 22.0049  0.11
O 14.5533 15.9819 18.6045  0.06
N 15.3706 16.8114 19.0056  -0.31
O 16.0001 16.6636 20.0567  0.05
C 15.6014 18.0289 18.2043  -0.13
C 14.8823 18.1421 17.0356  0.00
C 15.0799 19.2557 16.2225  -0.04
C 16.0179 20.2023 16.5791  -0.07
C 16.6666 20.1151 17.7543  -0.08
C 16.5210 19.0062 18.5564  0.01
H 14.1679 17.4056 16.6986  0.09
H 14.4968 19.4098 15.3265  0.09
H 16.1984 21.0609 15.9493  0.09
H 17.3243 20.8710 18.1570  0.08
H 17.0208 18.8695 19.5040  0.11
O 16.9599 12.4000 16.7183  0.07
N 16.5382 13.3540 16.0828  -0.37
O 17.2859 14.0225 15.4210  0.09
C 15.1254 13.5449 16.0772  -0.15
C 14.2912 12.6986 16.7992  0.01
C 12.9278 13.0286 16.9116  -0.06
C 12.4044 14.1254 16.2781  -0.07
C 13.2347 14.9423 15.5162  -0.08
C 14.5732 14.6442 15.3879  0.01
H 14.6342 11.8519 17.3753  0.11
H 12.2277 12.4740 17.5188  0.11
H 11.3415 14.2985 16.3596  0.11
H 12.8282 15.8154 15.0274  0.08
H 15.2302 15.2621 14.7939  0.12
O 13.3962 16.9517 12.8392  0.07
N 12.6226 17.8862 13.0116  -0.32
O 12.9122 19.0318 13.3691  0.04
C 11.1729 17.7109 12.7665  -0.13
C 10.3216 18.8563 12.6182  0.01
C 8.9842 18.7396 12.2161  -0.09
C 8.4383 17.5227 12.1619  -0.10
C 9.2057 16.3401 12.3110  -0.04
C 10.5906 16.4578 12.5613  0.00
H 10.7371 19.8365 12.8001  0.11
H 8.3808 19.6315 12.1336  0.11
H 7.3782 17.3924 12.0021  0.11
H 8.7294 15.3743 12.3932  0.10
H 11.1283 15.5434 12.7643  0.11
O 11.5328 17.2425 17.8238  0.08
N 11.1944 18.2092 17.1385  -0.30
O 11.7219 18.4863 16.0602  0.05
C 10.1672 19.1845 17.6654  -0.11
C 9.7265 19.1314 18.9648  0.00
C 8.6773 19.9944 19.3595  -0.06
C 8.0683 20.8743 18.4875  -0.08
C 8.4731 20.8703 17.1805  -0.09
C 9.4995 20.0620 16.7538  0.00
H 9.9739 18.3206 19.6341  0.12
H 8.2723 19.7778 20.3370  0.11
H 7.1604 21.4147 18.7114  0.11
H 7.9898 21.5792 16.5246  0.11
H 9.7954 20.1164 15.7165  0.11
O 18.4660 21.0329 20.2966  0.04
N 19.4530 21.7537 20.6114  -0.29
O 20.4585 21.4206 21.2521  0.08
C 19.4503 23.1218 19.9982  -0.11
C 20.5315 23.9631 20.1359  -0.04
C 20.5136 25.2667 19.7298  -0.07
C 19.4275 25.7303 18.9774  -0.05
C 18.3500 24.8706 18.7513  -0.08
C 18.2982 23.6172 19.3186  0.00
H 21.4810 23.5543 20.4484  0.12
H 21.3652 25.9097 19.8964  0.11
H 19.5195 26.7054 18.5222  0.11
H 17.5692 25.1999 18.0817  0.09
H 17.3243 23.1648 19.2034  0.11
O 15.9478 20.9060 13.0449  0.06
N 15.6223 21.6115 12.0704  -0.31
O 15.5689 22.8494 12.0858  0.06
C 15.2302 20.9076 10.8588  -0.14
C 14.9498 21.5965 9.6695  0.01
C 14.5221 20.9005 8.5108  -0.04
C 14.4173 19.4885 8.5608  -0.08
C 14.7485 18.8180 9.6978  -0.08
C 15.1373 19.5033 10.8534  0.00
H 14.9854 22.6756 9.6933  0.11
H 14.2541 21.4304 7.6088  0.10
H 14.1950 18.8767 7.6989  0.11
H 14.8265 17.7412 9.6723  0.11
H 15.5369 18.9629 11.6987  0.11
C 16.9949 23.8822 15.5128  -0.07
C 15.7700 24.6688 15.0841  -0.34
O 15.5130 25.6870 16.0121  -0.08
H 17.7825 24.5569 15.8484  0.07
H 17.2316 23.2614 14.6487  0.07
H 16.8794 23.2856 16.4177  0.05
H 14.8654 24.0870 14.9071  0.11
H 15.9360 25.1868 14.1396  0.11
H 14.6998 26.1045 15.7189  0.08

The LUMO energy is -0.035 Ha. For the gap between HOMO and LUMO, the calculation gives 8.476 eV. As for the HOMO energy: -9.44 eV. The SMILES is O=[N+]([O-])c1ccccc1.O=[N+]([O-])c1ccccc1.O=[N+]([O-])c1ccccc1.O=[N+]([O-])c1ccccc1.O=[N+]([O-])c1ccccc1.O=[N+]([O-])c1ccccc1.O=[N+]([O-])c1ccccc1.CCO.

=====

# 2
A structure of composition C44H42AlCl2F6I3O2P, computed with wB97M-V/def2-TZVPD.

Each line ends with the Löwdin charge.
Element x y z (Å)
C 0.3050 3.6782 -5.7915  -0.18
C 1.3859 4.7380 -5.8459  -0.89
I 0.7701 6.3827 -7.0393  0.78
C 2.5557 4.6367 -5.2347  -0.81
I 3.9574 6.1930 -5.3751  0.79
Al 3.2474 3.0923 -4.0792  0.06
C 4.5179 3.7716 -2.7109  -0.28
C 4.0451 4.6583 -1.5355  -0.32
C 2.6462 5.2667 -1.6400  -0.56
Cl 1.4008 4.3710 -0.6846  0.58
C 1.7455 2.0339 -3.1629  -0.28
C 1.3474 0.8168 -3.8564  -0.85
O 0.5818 0.6238 -4.7368  -0.01
I 2.3940 -0.9847 -3.0401  0.76
P 4.5357 1.5243 -5.4134  0.40
O 3.4091 0.7630 -6.3661  -0.50
Cl 5.3435 2.8736 -6.8252  0.04
H -0.5827 3.9698 -6.3457  0.03
H -0.0050 3.4974 -4.7629  0.06
H 0.6606 2.7356 -6.2084  0.07
H 5.2983 4.3148 -3.2514  0.02
H 5.0220 2.8824 -2.3117  0.05
H 4.1065 4.1174 -0.5884  0.09
H 4.7263 5.5092 -1.4296  0.10
H 2.6070 6.2791 -1.2469  0.06
H 2.2808 5.2862 -2.6665  0.03
H 2.1820 1.8016 -2.1939  0.03
H 0.8541 2.6465 -3.0079  0.05
H 2.7872 1.3722 -6.7791  0.02
F -2.5902 -6.0418 -0.9172  0.02
C -2.1303 -4.9703 -1.6154  -0.30
C -2.9555 -4.4033 -2.5634  -0.03
C -2.4958 -3.2790 -3.2388  -0.08
C -1.2453 -2.7499 -2.9548  -0.09
C -0.4403 -3.3501 -1.9952  -0.10
C -0.8773 -4.4769 -1.3134  -0.02
H -3.9295 -4.8316 -2.7566  0.11
H -3.1254 -2.8117 -3.9851  0.10
H -0.8864 -1.8707 -3.4750  0.09
H 0.5172 -2.8961 -1.7814  0.02
H -0.2764 -4.9551 -0.5515  0.12
F -0.0597 -0.6273 -0.6481  0.02
C -1.0749 0.2373 -0.4598  -0.27
C -0.8065 1.5905 -0.5180  -0.02
C -1.8604 2.4752 -0.3414  -0.08
C -3.1456 2.0022 -0.1085  -0.10
C -3.3813 0.6347 -0.0570  -0.09
C -2.3413 -0.2672 -0.2373  -0.02
H 0.2023 1.9333 -0.7061  0.06
H -1.6694 3.5395 -0.3944  0.09
H -3.9627 2.6985 0.0269  0.10
H -4.3825 0.2622 0.1194  0.10
H -2.4973 -1.3381 -0.2203  0.10
F -2.6292 4.5994 -4.0879  0.06
C -3.5379 5.0140 -4.9937  -0.28
C -4.8553 4.6374 -4.8208  -0.02
C -5.7914 5.0690 -5.7500  -0.09
C -5.4029 5.8575 -6.8248  -0.10
C -4.0690 6.2143 -6.9693  -0.08
C -3.1167 5.7944 -6.0506  -0.02
H -5.1279 4.0197 -3.9762  0.12
H -6.8292 4.7851 -5.6309  0.10
H -6.1360 6.1900 -7.5476  0.10
H -3.7570 6.8235 -7.8080  0.10
H -2.0756 6.0650 -6.1580  0.03
F -4.3725 -2.3411 5.0269  0.04
C -4.2567 -3.1286 3.9310  -0.29
C -5.1009 -4.2127 3.8062  -0.02
C -4.9721 -5.0149 2.6803  -0.08
C -4.0181 -4.7292 1.7132  -0.08
C -3.1823 -3.6308 1.8725  -0.07
C -3.2966 -2.8153 2.9905  -0.03
H -5.8339 -4.4152 4.5748  0.12
H -5.6255 -5.8694 2.5595  0.10
H -3.9191 -5.3554 0.8386  0.09
H -2.4322 -3.4088 1.1233  0.09
H -2.6565 -1.9553 3.1375  0.12
F 2.3490 -4.7582 7.0910  0.03
C 1.2045 -4.0913 6.8005  -0.28
C 0.4268 -4.5362 5.7523  -0.01
C -0.7459 -3.8481 5.4722  -0.07
C -1.1121 -2.7418 6.2271  -0.08
C -0.3009 -2.3189 7.2712  -0.08
C 0.8729 -2.9965 7.5714  -0.02
H 0.7363 -5.3984 5.1780  0.12
H -1.3802 -4.1802 4.6601  0.10
H -2.0290 -2.2141 6.0023  0.09
H -0.5805 -1.4545 7.8592  0.10
H 1.5227 -2.6902 8.3798  0.12
F 6.4644 -1.9813 6.3048  0.06
C 6.3138 -2.7319 7.4154  -0.28
C 7.3052 -2.6940 8.3754  -0.02
C 7.1410 -3.4650 9.5174  -0.09
C 6.0098 -4.2529 9.6773  -0.10
C 5.0324 -4.2729 8.6906  -0.08
C 5.1752 -3.5017 7.5456  -0.01
H 8.1774 -2.0736 8.2224  0.12
H 7.9042 -3.4482 10.2848  0.10
H 5.8908 -4.8542 10.5689  0.10
H 4.1508 -4.8876 8.8095  0.10
H 4.4269 -3.4941 6.7664  0.11

The total charge is -1. The LUMO energy is 0.072 Ha. For the gap between HOMO and LUMO, the calculation gives 6.761 eV. As for the HOMO energy: -4.80 eV.

=====

# 3
A structure of composition C44H42N18OPdS, computed with wB97M-V/def2-TZVPD.

Each line ends with the Löwdin charge.
Element x y z (Å)
Pd 0.7201 0.0920 0.6893  0.34
C 5.4064 2.9010 -0.0906  -0.07
N 4.4119 2.0187 0.4698  -0.14
C 3.2185 1.6960 -0.0254  -0.18
N 2.6758 0.7442 0.7223  -0.09
C 3.6109 0.5361 1.6909  -0.22
N 4.6806 1.2833 1.5701  0.13
C 6.3357 2.1821 -1.0474  -0.18
C 7.3738 2.8716 -1.6647  -0.04
C 8.2312 2.2197 -2.5353  -0.06
C 8.0612 0.8770 -2.8247  -0.02
C 7.0151 0.1847 -2.2293  -0.13
C 6.1662 0.8334 -1.3300  0.04
C 6.7696 -1.2239 -2.5477  -0.29
N 7.5143 -2.0789 -3.1503  0.12
N 6.7889 -3.2634 -3.2088  0.12
C 5.6636 -3.0285 -2.6334  -0.29
O 5.5686 -1.7513 -2.1837  0.12
C 4.5205 -3.9181 -2.4311  -0.13
C 4.6484 -5.2810 -2.6851  -0.02
C 3.5615 -6.1145 -2.4925  -0.06
C 2.3498 -5.5948 -2.0573  -0.03
C 2.2162 -4.2358 -1.8115  -0.19
C 0.9025 -3.6502 -1.3620  -0.09
N 0.3028 -2.8136 -2.3812  -0.13
C 0.3401 -1.4823 -2.4956  -0.20
N -0.2850 -1.1018 -3.5957  0.07
C -0.6730 -2.2837 -4.1359  -0.24
N -0.3404 -3.3492 -3.4398  0.10
C 3.3080 -3.3997 -1.9958  0.04
H 5.9635 3.3179 0.7488  0.14
H 4.8820 3.7241 -0.5775  0.13
H 2.7878 2.1435 -0.9012  0.12
H 3.4946 -0.1956 2.4717  0.10
H 7.5193 3.9262 -1.4603  0.12
H 9.0364 2.7699 -3.0037  0.11
H 8.7159 0.3657 -3.5173  0.12
H 5.3690 0.2697 -0.8643  0.12
H 5.5997 -5.6684 -3.0243  0.12
H 3.6543 -7.1746 -2.6876  0.11
H 1.4959 -6.2481 -1.9259  0.11
H 1.0408 -3.0210 -0.4801  0.11
H 0.1906 -4.4388 -1.1240  0.12
H 0.7760 -0.8440 -1.7329  0.07
H -1.2210 -2.3619 -5.0611  0.10
H 3.2097 -2.3371 -1.8075  0.12
C -0.5945 5.1295 3.5789  -0.08
N 0.6381 5.2470 2.8004  -0.07
C 1.0472 4.2466 1.9545  -0.88
S 1.4759 4.6292 0.3671  0.57
N 1.1087 3.0177 2.4653  -0.03
C 1.0982 2.6730 3.8720  -0.08
H -1.3913 5.7078 3.1070  0.09
H -0.4542 5.4879 4.5992  0.08
H -0.9239 4.0965 3.6107  0.06
H 0.7516 6.1426 2.3513  0.09
H 1.1954 2.2161 1.8417  0.05
H 1.3625 3.5417 4.4715  0.09
H 1.8422 1.8940 4.0380  0.08
H 0.1275 2.2902 4.1967  0.08
N -6.7866 -4.6187 6.3617  0.16
C -6.1202 -4.1396 5.5581  -0.18
C -5.2858 -3.5398 4.5518  -0.23
C -5.5722 -3.7370 3.2035  -0.01
C -4.7651 -3.1679 2.2360  0.01
C -3.6803 -2.3879 2.6167  -0.18
C -3.3982 -2.1762 3.9609  0.00
C -4.1946 -2.7609 4.9278  -0.01
N -2.8588 -1.8002 1.6279  -0.01
C -3.2640 -1.3172 0.3985  -0.03
C -2.1405 -0.8577 -0.2067  -0.14
N -1.0492 -1.0473 0.6167  -0.06
C -1.5135 -1.6201 1.7013  -0.15
H -6.4181 -4.3467 2.9181  0.12
H -4.9641 -3.3421 1.1875  0.12
H -2.5728 -1.5383 4.2460  0.12
H -3.9844 -2.6025 5.9763  0.12
H -4.2954 -1.3101 0.0939  0.12
H -2.0294 -0.4149 -1.1826  0.08
H -0.9255 -1.9326 2.5465  0.12
C -1.3318 2.3863 -0.7044  -0.03
C -2.2179 2.3546 0.4965  -0.36
N -1.9258 1.8299 1.6612  0.10
C -3.0370 2.0087 2.4522  -0.15
C -4.0123 2.6591 1.7678  -0.06
N -3.4794 2.8936 0.5164  -0.02
C -4.2161 3.4763 -0.5764  -0.07
N -5.3224 2.6464 -0.9802  -0.05
N -6.5466 2.8751 -0.4476  0.05
N -7.3377 1.9259 -0.7628  0.07
C -6.6328 1.0049 -1.5132  -0.23
C -7.0401 -0.2030 -2.0884  -0.01
C -6.0955 -0.9119 -2.7933  -0.08
C -4.7732 -0.4351 -2.9372  -0.08
C -4.3605 0.7496 -2.3732  -0.02
C -5.3250 1.4591 -1.6507  -0.17
H -0.6189 1.5462 -0.6725  0.03
H -0.7606 3.3172 -0.7462  0.03
H -1.9011 2.2873 -1.6294  0.05
H -3.0688 1.6533 3.4706  0.09
H -5.0132 2.9629 2.0236  0.11
H -3.5477 3.6311 -1.4194  0.14
H -4.6412 4.4314 -0.2734  0.14
H -8.0586 -0.5505 -1.9829  0.11
H -6.3675 -1.8484 -3.2617  0.10
H -4.0628 -1.0180 -3.5100  0.11
H -3.3483 1.1091 -2.4999  0.09

The LUMO energy is -0.008 Ha. For the gap between HOMO and LUMO, the calculation gives 6.475 eV. As for the HOMO energy: -6.70 eV.

=====

# 4
A structure of composition C44H43BrClInN6O8STe, computed with wB97M-V/def2-TZVPD.

Each line ends with the Löwdin spin population.
Element x y z (Å)
In 0.5131 0.1762 -1.9957  0.00
Br 3.0032 -6.0007 -5.6227  0.00
C 2.1706 -4.6681 -4.5435  0.00
C 1.0947 -5.0270 -3.7284  0.00
C 0.5140 -4.0708 -2.9474  0.00
C 0.9466 -2.7107 -2.9392  0.00
O 0.3264 -1.9137 -2.1647  0.00
C 2.0116 -2.3678 -3.8284  0.00
C 2.5203 -1.0597 -4.0233  0.00
N 2.1881 0.0190 -3.4036  0.00
C 2.7752 1.2155 -3.7229  0.00
C 4.0595 1.3445 -4.2285  0.00
C 4.5631 2.5897 -4.6138  0.00
C 3.8106 3.7270 -4.4849  0.00
C 2.5384 3.6609 -3.8834  0.00
C 1.7427 4.7950 -3.6161  0.00
C 0.5532 4.6484 -2.9524  0.00
C 0.1594 3.3643 -2.5502  0.00
N 0.8588 2.3017 -2.8247  0.00
C 2.0207 2.4005 -3.4797  0.00
C 2.6179 -3.3791 -4.5987  0.00
H 0.7331 -6.0469 -3.7214  0.00
H -0.3035 -4.3200 -2.2864  0.00
H 3.2420 -0.9794 -4.8431  0.00
H 4.6991 0.4769 -4.2820  0.00
H 5.5625 2.6477 -5.0227  0.00
H 4.1943 4.6879 -4.7947  0.00
H 2.0860 5.7751 -3.9206  0.00
H -0.0737 5.4977 -2.7202  0.00
H -0.7459 3.2044 -1.9762  0.00
H 3.4617 -3.1179 -5.2198  0.00
N -1.8366 -0.1491 -1.6634  0.01
C -2.5147 -0.5713 -2.8603  0.00
C -1.8098 0.0484 -4.1185  0.00
O -2.4864 0.2125 -5.1214  0.00
O -0.5846 0.3109 -3.9922  0.00
H -1.7951 -0.8535 -0.9277  0.01
H -2.2155 0.7098 -1.2803  0.00
H -3.5769 -0.2953 -2.8854  0.00
H -2.4138 -1.6533 -2.9691  0.00
S 0.6112 -2.4978 0.7028  0.24
C 2.0116 -1.9758 1.4078  0.03
N 3.0332 -2.7874 1.7231  0.01
C 4.0895 -2.0392 2.3822  0.00
C 3.5288 -0.6031 2.4405  0.00
N 2.1753 -0.7281 1.9123  0.00
H 3.2683 -3.5306 1.0739  0.00
H 5.0128 -2.0779 1.8038  0.00
H 4.2509 -2.4563 3.3816  0.00
H 4.1182 0.0777 1.8237  0.00
H 3.4849 -0.2229 3.4665  0.00
H 1.8764 -0.0063 1.2608  0.00
O 4.5229 -1.5838 -2.5056  0.00
Cl 4.1245 -1.7958 -1.1631  0.00
O 3.9098 -3.1902 -0.9157  0.00
O 5.1495 -1.3347 -0.2811  0.00
O 2.9215 -1.0972 -0.8552  0.00
C -4.6119 -3.6748 6.0523  0.00
C -3.8360 -2.9299 5.0032  0.00
C -3.3790 -3.5530 3.8545  0.00
C -2.6865 -2.8543 2.8715  0.00
C -2.2482 -3.6121 1.6584  0.00
C -2.4083 -1.4927 3.0318  0.12
Te -0.9952 -0.2746 1.6653  0.32
N 0.2091 0.7795 0.0378  0.10
C 1.2016 1.6063 0.2333  0.01
O 2.1270 1.7623 -0.5840  0.02
C 1.1569 2.5659 1.3915  0.00
C 1.0436 3.9016 1.0129  0.00
C 0.9143 4.8982 1.9600  0.00
C 0.9480 4.5770 3.3067  0.00
C 1.1257 3.2595 3.6908  0.00
C 1.2081 2.2506 2.7431  0.00
C -2.5459 1.2044 1.2752  0.03
C -2.1353 2.5300 1.3647  0.01
C -2.9533 3.5812 0.9948  0.00
C -4.2305 3.3219 0.5304  0.01
C -4.6643 2.0109 0.4617  0.00
C -3.8435 0.9463 0.8251  0.01
C -4.3879 -0.4443 0.7325  0.00
C -2.8472 -0.8681 4.1999  0.02
C -2.6108 0.5885 4.4745  0.01
C -3.5620 -1.5812 5.1546  0.01
H -4.7888 -4.7041 5.7477  0.00
H -5.5756 -3.1945 6.2260  0.00
H -4.0723 -3.6818 7.0003  0.00
H -3.5641 -4.6104 3.7142  0.00
H -2.7519 -4.5741 1.6044  0.00
H -1.1762 -3.7899 1.7007  0.00
H -2.4460 -3.0565 0.7432  0.00
H 1.0314 4.1317 -0.0428  0.00
H 0.7809 5.9231 1.6461  0.00
H 0.8307 5.3497 4.0516  0.00
H 1.1867 3.0156 4.7419  0.00
H 1.3065 1.2246 3.0627  0.00
H -1.1453 2.7437 1.7305  0.00
H -2.5906 4.5978 1.0638  0.00
H -4.8817 4.1298 0.2252  0.00
H -5.6628 1.8019 0.1020  0.00
H -5.0773 -0.5393 -0.1049  0.00
H -4.9269 -0.6921 1.6476  0.00
H -3.5733 -1.1595 0.6259  0.00
H -1.8355 0.9854 3.8232  0.01
H -2.3160 0.7348 5.5118  0.00
H -3.5288 1.1480 4.2972  0.00
H -3.9111 -1.0636 6.0384  0.00

The total charge is -1. The LUMO energy (spin up / spin down) is 0.063 / 0.021 Ha. The expectation value of S² is 0.756. For the gap between HOMO and LUMO (spin up / spin down), the calculation gives 6.872 / 5.762 eV. As for the HOMO energy (spin up / spin down): -5.15 / -5.19 eV. The spin multiplicity is 2.